i:
C4H10BNO as an isolated structure. Source: the OMol25 dataset; level of theory: ωB97M-V with the def2-TZVPD basis set.

Each line ends with the natural charge from an NBO analysis.
CARTESIAN COORDINATES (ANGSTROEM)
B: 0.552 1.527 -0.030  0.789
C: -0.176 -0.701 -0.899  -0.191
C: -1.315 0.199 -0.548  0.083
C: -2.214 -0.362 0.623  -0.614
C: 2.391 -0.214 0.444  -0.388
N: 1.122 0.235 0.029  -0.688
O: -0.806 1.507 -0.335  -0.673
H: 1.156 2.476 0.254  -0.085
H: 0.094 -1.712 -0.718  0.221
H: 0.043 -0.461 -1.895  0.191
H: -1.975 0.226 -1.419  0.178
H: -1.517 -0.563 1.443  0.204
H: -2.680 -1.217 0.245  0.203
H: -2.819 0.265 1.079  0.213
H: 2.421 -0.491 1.540  0.172
H: 2.570 -1.152 -0.106  0.187
H: 3.152 0.438 0.294  0.197

The calculation puts the HOMO energy at -0.321 Eh. The orbital gap comes out at 9.58 eV. The multiplicity is 1.

ii:
One molecule with the formula C4H10BNO. Source: the OMol25 dataset; level of theory: ωB97M-V with the def2-TZVPD basis set.

Each line ends with the natural charge from an NBO analysis.
CARTESIAN COORDINATES (ANGSTROEM)
B: 0.600 0.403 -0.172  0.915
C: -2.182 1.101 -0.573  -0.461
C: -2.293 0.111 0.533  -0.504
C: -1.305 -1.126 0.520  -0.028
C: 3.128 -0.264 -0.141  -0.396
N: 1.927 0.690 -0.334  -0.945
O: 0.137 -0.659 0.524  -0.771
H: -1.981 2.110 -0.349  0.183
H: -2.035 0.915 -1.748  0.206
H: -2.191 0.461 1.528  0.217
H: -3.189 -0.450 0.445  0.209
H: -1.466 -1.771 1.377  0.195
H: -1.352 -1.640 -0.537  0.180
H: 2.598 -1.130 0.091  0.210
H: 3.760 -0.340 -1.067  0.197
H: 3.663 0.033 0.709  0.194
H: 2.182 1.557 -0.808  0.399

The calculation puts the HOMO energy (alpha / beta) at -0.279 / -0.250 Eh. The orbital gap (alpha / beta) comes out at 8.09 / 7.51 eV. The multiplicity is 1.

It comes down to i, which is 212.6 kJ/mol more stable than the next structure.

i:
One molecule with the formula C6H4N2. Source: the OMol25 dataset; level of theory: ωB97M-V with the def2-TZVPD basis set.

Each line ends with the natural charge from an NBO analysis.
CARTESIAN COORDINATES (ANGSTROEM)
C: -3.146 -0.087 0.079  -0.185
C: -1.888 0.116 0.048  -0.021
C: -0.419 0.005 -0.228  -0.196
C: 0.386 1.175 -0.179  0.129
C: 2.229 -0.037 0.182  0.275
C: 0.300 -1.080 -0.182  0.073
H: -4.135 -0.064 0.320  0.226
H: 0.018 2.189 -0.071  0.205
H: 3.442 -0.223 0.394  0.188
H: -0.083 -1.990 -0.317  0.197
N: 1.634 1.134 -0.038  -0.457
N: 1.662 -1.136 -0.007  -0.434

The calculation puts the HOMO energy at -0.357 Eh. The orbital gap comes out at 9.98 eV. The SMILES is C#Cc1cncnc1. The multiplicity is 1.

ii:
C6H4N2 as an isolated structure. Source: the OMol25 dataset; level of theory: ωB97M-V with the def2-TZVPD basis set.

Each line ends with the natural charge from an NBO analysis.
CARTESIAN COORDINATES (ANGSTROEM)
C: 1.714 -0.519 -0.422  -0.254
C: 0.315 -0.179 -0.819  -0.188
C: 0.092 0.686 -1.871  0.242
C: -0.597 -0.225 0.172  -0.225
C: -0.281 -0.135 1.498  -0.250
C: -1.962 -0.172 -0.079  0.265
H: 1.522 -0.837 0.653  0.189
H: 3.001 -0.072 -0.658  0.275
H: 0.630 -0.018 2.087  0.218
H: -1.075 0.006 2.346  0.231
N: -0.147 1.342 -2.858  -0.252
N: -3.213 0.124 -0.047  -0.252

The calculation puts the HOMO energy at -0.355 Eh. The orbital gap comes out at 7.89 eV. The multiplicity is 1.

It comes down to i, which is 269.7 kJ/mol more stable than the next structure.

i:
One molecule with the formula C6H4N2. Source: the OMol25 dataset; level of theory: ωB97M-V with the def2-TZVPD basis set.

Each line ends with the natural charge from an NBO analysis.
CARTESIAN COORDINATES (ANGSTROEM)
C: -0.608 -0.751 2.840  -0.154
C: -0.200 -0.498 1.778  -0.071
C: -0.084 -0.167 0.377  -0.115
C: 1.099 -0.140 -0.364  -0.198
C: 1.004 0.021 -1.828  -0.001
C: -1.155 0.358 -0.332  -0.005
H: -0.918 -0.833 3.945  0.259
H: 2.043 0.066 0.186  0.241
H: 1.902 0.199 -2.517  0.210
H: -1.944 1.102 0.102  0.235
N: -0.093 0.136 -2.480  -0.193
N: -1.045 0.508 -1.708  -0.210

The calculation puts the HOMO energy at -0.335 Eh. The orbital gap comes out at 8.91 eV. The SMILES is C#Cc1ccnnc1. The multiplicity is 1.

ii:
One molecule with the formula C6H4N2. Source: the OMol25 dataset; level of theory: ωB97M-V with the def2-TZVPD basis set.

Each line ends with the natural charge from an NBO analysis.
CARTESIAN COORDINATES (ANGSTROEM)
C: 0.951 1.775 -0.025  -0.262
C: 0.393 0.469 -0.317  -0.112
C: 1.336 -0.688 -0.226  0.145
C: -0.540 -1.633 0.067  0.069
C: -0.921 -0.371 -0.052  -0.238
C: -2.218 0.065 -0.024  0.258
H: 1.937 2.149 0.417  0.237
H: 0.314 2.818 -0.023  0.218
H: 2.478 -0.396 0.219  0.195
H: -1.172 -2.618 0.321  0.243
N: 0.802 -1.783 -0.175  -0.465
N: -3.360 0.214 -0.179  -0.287

The calculation puts the HOMO energy at -0.350 Eh. The orbital gap comes out at 8.09 eV. The SMILES is C=C1C=NC=C1C#N. The multiplicity is 1.

It comes down to ii, which is 13.2 kJ/mol more stable than the next structure.

i:
One molecule with the formula C3H10N4O2. Source: the OMol25 dataset; level of theory: ωB97M-V with the def2-TZVPD basis set.

Each line ends with the natural charge from an NBO analysis.
CARTESIAN COORDINATES (ANGSTROEM)
C: -1.846 0.575 1.233  -0.719
C: -1.184 1.007 -0.045  0.708
O: -0.614 -1.523 -0.351  -0.740
O: -1.686 1.823 -0.807  -0.591
H: -0.602 -2.226 0.319  0.483
H: -1.215 0.821 2.090  0.229
H: -2.072 -0.489 1.244  0.250
H: -2.790 1.118 1.348  0.239
C: 0.583 -0.746 -0.191  0.650
N: 1.018 1.553 -1.059  -0.637
N: 1.216 -1.106 1.007  -0.897
N: 1.407 -1.107 -1.262  -0.899
N: 0.224 0.652 -0.241  -0.376
H: 0.941 2.470 -0.594  0.360
H: 0.423 1.748 -1.881  0.361
H: 1.281 -0.438 1.765  0.391
H: 1.865 -1.884 1.008  0.395
H: 1.125 -1.877 -1.854  0.393
H: 1.925 -0.371 -1.727  0.401

The calculation puts the HOMO energy at -0.330 Eh. The orbital gap comes out at 9.81 eV. The SMILES is CC(=O)N(N)C(N)(N)O. The multiplicity is 1.

ii:
C3H10N4O2 as an isolated structure. Source: the OMol25 dataset; level of theory: ωB97M-V with the def2-TZVPD basis set.

Each line ends with the natural charge from an NBO analysis.
CARTESIAN COORDINATES (ANGSTROEM)
C: -0.571 0.678 -0.969  -0.262
C: -0.652 0.101 0.959  0.646
N: -1.887 0.608 1.347  -0.835
O: -0.751 2.080 -0.783  -0.753
O: 0.351 0.827 1.519  -0.746
H: -0.033 2.378 -0.207  0.473
H: -2.087 1.499 0.909  0.395
H: -2.648 -0.049 1.267  0.379
H: 0.074 0.542 -1.845  0.144
H: -1.530 0.256 -1.282  0.153
C: 1.703 -0.849 -0.886  0.712
N: 2.296 -0.225 0.002  -0.814
N: -0.573 -1.291 1.093  -0.882
N: 1.310 -1.744 -1.617  -0.705
H: 1.206 0.563 1.069  0.499
H: 3.278 -0.382 0.163  0.422
H: 0.263 -1.607 1.560  0.380
H: -0.702 -1.816 0.244  0.384
H: 0.953 -1.569 -2.542  0.409

The calculation puts the HOMO energy at -0.290 Eh. The orbital gap comes out at 8.35 eV. The multiplicity is 1.

It comes down to i, which is 165.3 kJ/mol more stable than the next structure.

i:
One molecule with the formula C3H3N3S. Source: the OMol25 dataset; level of theory: ωB97M-V with the def2-TZVPD basis set.

Each line ends with the natural charge from an NBO analysis.
CARTESIAN COORDINATES (ANGSTROEM)
C: 1.148 0.824 0.176  -0.120
C: -0.660 -1.025 0.154  0.112
C: -1.300 1.040 -0.057  0.167
H: 1.112 1.893 0.467  0.224
H: -0.042 -1.868 -0.198  0.236
H: -1.037 2.023 0.021  0.190
N: -0.223 0.256 -0.068  -0.406
N: -1.992 -0.992 0.103  -0.244
N: -2.381 0.325 -0.146  -0.268
S: 2.313 -0.263 -0.072  0.110

The calculation puts the HOMO energy at -0.363 Eh. The orbital gap comes out at 8.57 eV. The SMILES is S=Cn1cnnc1. The multiplicity is 1.

ii:
A 2-piece molecular cluster, C3H3N3S overall. Source: the OMol25 dataset; level of theory: ωB97M-V with the def2-TZVPD basis set.

Each line ends with the natural charge from an NBO analysis.
CARTESIAN COORDINATES (ANGSTROEM)
C: -0.514 0.809 0.082  0.302
C: -0.378 -1.570 0.053  -0.007
C: 0.457 -0.285 -0.079  -0.334
H: -0.983 2.629 0.365  0.366
H: -2.671 0.854 1.325  0.120
H: -0.108 -2.705 0.529  0.256
N: -0.190 2.026 0.099  -0.571
N: -1.765 0.198 -0.584  -0.175
N: -1.661 -1.152 0.164  -0.230
S: 1.980 -0.125 -0.020  0.273

The calculation puts the HOMO energy at -0.334 Eh. The orbital gap comes out at 6.25 eV. The multiplicity is 1.

iii:
One molecule with the formula C3H3N3S. Source: the OMol25 dataset; level of theory: ωB97M-V with the def2-TZVPD basis set.

Each line ends with the natural charge from an NBO analysis.
CARTESIAN COORDINATES (ANGSTROEM)
C: 0.528 0.133 -0.115  -0.171
C: -0.160 -1.049 0.030  -0.021
C: -0.342 1.305 0.043  0.020
H: 2.595 -1.113 0.328  0.148
H: 0.396 -1.966 0.037  0.205
H: 0.010 2.406 0.004  0.226
N: -1.514 -1.102 -0.086  -0.199
N: -2.213 -0.009 -0.111  -0.008
N: -1.668 1.199 -0.034  -0.230
S: 2.369 0.195 -0.095  0.029

The calculation puts the HOMO energy at -0.363 Eh. The orbital gap comes out at 9.74 eV. The SMILES is Sc1cnnnc1. The multiplicity is 1.

iv:
One molecule with the formula C3H3N3S. Source: the OMol25 dataset; level of theory: ωB97M-V with the def2-TZVPD basis set.

Each line ends with the natural charge from an NBO analysis.
CARTESIAN COORDINATES (ANGSTROEM)
C: -0.100 -0.354 -0.260  -0.021
C: 0.870 0.522 -0.708  -0.006
C: 0.730 1.634 1.212  0.191
H: 0.237 -2.126 -1.938  0.133
H: 1.342 0.519 -1.693  0.218
H: 1.133 2.276 2.194  0.208
N: 1.310 1.598 0.016  -0.390
N: -0.396 0.944 1.614  -0.222
N: -0.883 0.008 0.808  -0.169
S: -0.746 -1.833 -1.068  0.057

The calculation puts the HOMO energy at -0.350 Eh. The orbital gap comes out at 9.08 eV. The SMILES is Sc1cncnn1. The multiplicity is 1.

It comes down to iv, which is 22.4 kJ/mol more stable than the next structure.